(1)
# C43H40GeN4O5SSn

A structure of composition C43H40GeN4O5SSn (ωB97M-V/def2-TZVPD, OMol25).

Each line ends with the Mulliken charge.
Atoms and positions in Å:
Sn -1.05 -0.64 1.00  1.9425
O -1.95 1.27 4.70  -0.8210
C -1.73 1.26 3.50  -0.0459
O -1.64 0.16 2.82  -0.5855
C -1.68 2.62 2.79  0.4301
C -3.08 2.94 2.18  0.1989
C -3.29 4.46 2.08  -1.3755
C -2.47 4.88 0.83  -1.3042
C -2.14 3.54 0.10  -0.3974
O -2.89 1.29 0.28  0.0587
C -0.48 2.91 1.83  0.3354
C 0.66 1.88 2.04  -1.0045
O 1.52 2.18 2.87  -0.7840
O 0.64 0.82 1.32  -0.1977
H -1.55 3.31 3.62  0.5682
H -3.84 2.43 2.76  0.7041
H -2.99 4.97 2.99  0.5664
H -4.35 4.67 1.92  0.2720
H -1.55 5.38 1.11  0.3207
H -3.04 5.56 0.19  0.3787
H -2.25 3.61 -0.98  1.3227
H -0.03 3.88 2.16  0.1362
C 0.30 3.14 -0.49  -0.2794
N -0.84 2.99 0.40  0.9128
C -3.18 2.61 0.69  -1.4152
C -3.80 0.31 0.54  0.3242
C -5.18 0.24 0.51  -0.8929
C -5.46 -1.13 0.81  -0.7982
C -4.26 -1.77 0.99  -1.2551
N -3.24 -0.87 0.83  0.2656
C -0.02 3.87 -1.77  -0.6982
C -0.22 3.17 -2.95  0.1183
C -0.52 3.83 -4.13  -0.8355
C -0.63 5.22 -4.15  -0.3891
C -0.43 5.93 -2.97  -0.8259
C -0.13 5.26 -1.80  0.0860
H 0.69 2.15 -0.74  -0.3970
H 1.10 3.68 0.03  0.6250
H -4.18 2.89 0.34  0.4603
H -5.88 1.04 0.30  0.4724
H -6.44 -1.58 0.89  0.4065
H -4.05 -2.79 1.28  0.7120
H -0.14 2.09 -2.93  0.6909
H -0.67 3.26 -5.04  0.4318
H -0.87 5.73 -5.07  0.3631
H -0.52 7.01 -2.98  0.3746
H 0.02 5.82 -0.88  0.3822
C 0.05 -3.77 -3.40  -0.7013
N -1.13 -3.63 -2.57  0.3583
C -1.58 -4.58 -1.67  -0.3848
C -2.62 -4.04 -1.01  -0.6738
N -2.82 -2.78 -1.54  0.0567
C -1.88 -2.51 -2.48  -0.1184
S -1.70 -1.07 -3.35  -0.4126
H -0.19 -4.28 -4.33  0.3031
H 0.81 -4.31 -2.85  0.1541
H 0.41 -2.77 -3.63  0.2229
H -1.08 -5.53 -1.55  0.5463
H -3.22 -4.43 -0.21  0.4277
H -3.34 -2.05 -1.09  0.1988
C -0.18 -2.36 0.58  -0.8626
Ge 1.71 -2.15 0.60  1.6975
C 2.75 -1.93 2.28  -0.2950
C 2.22 -1.20 3.34  -0.1250
C 2.93 -1.01 4.52  -0.8045
C 4.20 -1.56 4.65  -0.3504
C 4.75 -2.30 3.61  -0.6674
C 4.02 -2.48 2.44  -0.2116
C 2.51 -0.85 -0.66  -0.0621
C 1.80 -0.50 -1.81  0.6402
C 2.31 0.44 -2.71  -0.2958
C 3.52 1.07 -2.45  -0.5726
C 4.23 0.74 -1.30  -0.6941
C 3.72 -0.21 -0.42  -0.4017
C 2.36 -3.92 -0.07  -0.2788
C 1.57 -5.05 0.15  -0.6495
C 1.95 -6.31 -0.31  -0.5918
C 3.14 -6.46 -1.03  -0.4162
C 3.94 -5.35 -1.26  -0.7663
C 3.55 -4.10 -0.79  -0.0797
H 1.23 -0.76 3.25  0.2322
H 2.50 -0.43 5.31  0.3910
H 4.76 -1.42 5.57  0.3300
H 5.73 -2.74 3.71  0.3705
H 4.46 -3.07 1.64  0.2943
H 0.82 -0.94 -1.99  -0.6397
H 1.74 0.69 -3.59  0.4751
H 3.91 1.82 -3.13  0.3253
H 5.16 1.25 -1.07  0.3650
H 4.27 -0.43 0.50  0.2745
H 0.63 -4.92 0.68  0.3985
H 1.32 -7.17 -0.13  0.3952
H 3.43 -7.44 -1.40  0.3505
H 4.86 -5.46 -1.82  0.3676
H 4.18 -3.24 -1.00  0.3226

Values from the calculation:
Frontier orbital gap, eV: 5.38
ΔE to the lowest compared entry with this formula, charge and spin, kcal/mol: 56.49
E_tot, eV: -134620.5640
Net charge: -2
LUMO level, eV: 4.2
E_HOMO, eV: -1.18


(2)
# C62H64InN6O2Si

A structure of composition C62H64InN6O2Si (ωB97M-V/def2-TZVPD, OMol25).

Each line ends with the Mulliken charge.
Atoms and positions in Å:
In 0.76 -0.02 0.67  2.4062
O 0.16 1.65 1.75  -0.0898
C -0.38 2.92 1.76  2.0799
C -1.39 3.23 0.62  -1.8958
C -0.95 2.98 -0.80  -0.4084
C -1.80 3.37 -1.84  -0.6893
C -1.40 3.16 -3.15  -1.3652
C -0.15 2.61 -3.39  -0.8296
C 0.65 2.27 -2.30  0.6007
C 2.11 1.94 -2.50  -2.5419
C 2.75 0.67 -1.86  1.7183
O 2.46 0.56 -0.50  -0.0895
C 4.27 0.97 -2.05  0.3323
C 4.84 0.95 -3.33  -0.2261
C 6.17 1.28 -3.52  -0.8741
C 6.98 1.63 -2.45  -0.6212
C 6.43 1.63 -1.17  -0.8767
C 5.09 1.32 -0.98  -0.2229
C 2.52 -0.59 -2.69  0.1797
C 3.25 -1.73 -2.33  -0.1797
C 3.21 -2.87 -3.11  -0.5456
C 2.46 -2.90 -4.27  -0.8625
C 1.73 -1.78 -4.64  -0.6084
C 1.75 -0.64 -3.84  0.2152
N 0.23 2.43 -1.04  0.7834
C -1.12 3.02 3.11  -0.8030
C -2.42 3.46 3.29  0.4391
C -3.03 3.42 4.54  -1.0677
C -2.34 2.95 5.64  -0.6706
C -1.02 2.52 5.48  -0.7145
C -0.42 2.56 4.23  0.1317
C 0.71 4.02 1.71  0.2373
C 0.50 5.27 2.29  -0.7329
C 1.46 6.27 2.19  -0.8226
C 2.64 6.04 1.50  -0.9836
C 2.86 4.80 0.92  -0.5440
C 1.90 3.80 1.02  -0.1126
H -1.64 4.30 0.69  1.1626
H -2.31 2.67 0.79  0.4360
H -2.76 3.82 -1.61  0.5457
H -2.04 3.46 -3.97  0.3820
H 0.22 2.49 -4.40  0.5751
H 2.65 2.78 -2.05  0.6146
H 2.33 1.94 -3.57  0.9275
H 4.23 0.67 -4.18  0.3247
H 6.59 1.25 -4.53  0.4332
H 8.02 1.89 -2.60  0.3653
H 7.05 1.89 -0.32  0.4432
H 4.66 1.34 0.01  0.1171
H 3.85 -1.69 -1.43  0.2211
H 3.77 -3.75 -2.80  0.3809
H 2.44 -3.79 -4.89  0.3637
H 1.15 -1.80 -5.55  0.4205
H 1.18 0.23 -4.15  0.1718
H -3.00 3.84 2.45  0.3571
H -4.05 3.76 4.65  0.4282
H -2.81 2.90 6.61  0.3990
H -0.46 2.14 6.33  0.4445
H 0.59 2.20 4.10  0.0599
H -0.41 5.46 2.85  0.4341
H 1.28 7.24 2.65  0.4209
H 3.39 6.82 1.42  0.3832
H 3.78 4.60 0.38  0.5335
H 2.05 2.83 0.57  0.2228
C 3.87 1.52 2.29  -0.4985
C 3.01 0.67 3.19  0.6758
C 3.24 0.66 4.55  -0.7536
C 2.46 -0.18 5.35  -1.0699
C 1.48 -0.95 4.78  -0.8226
C 1.22 -0.84 3.39  0.1987
N 2.05 -0.08 2.62  0.4996
N 0.22 -1.41 2.72  0.4645
Si -0.71 -2.73 3.28  -0.0545
C 0.37 -4.17 3.84  -1.1607
C -1.86 -2.30 4.74  -1.3704
C -1.85 -3.38 1.93  -0.4099
H 3.79 2.57 2.58  0.3411
H 3.53 1.39 1.27  -1.2566
H 4.92 1.21 2.38  0.6858
H 4.00 1.30 4.98  0.4798
H 2.64 -0.24 6.42  0.3724
H 0.86 -1.60 5.39  0.4113
H 1.15 -3.85 4.54  0.3259
H 0.86 -4.62 2.98  0.2467
H -0.23 -4.94 4.34  0.3971
H -1.33 -1.78 5.54  0.3624
H -2.30 -3.21 5.15  0.4003
H -2.68 -1.65 4.42  0.2465
H -2.78 -2.81 1.88  0.2249
H -1.35 -3.33 0.96  -0.1066
H -2.09 -4.42 2.13  0.5396
C -3.77 -5.01 -0.62  -1.3199
C -3.96 -3.49 -0.60  0.6222
C -4.15 -2.93 -1.99  0.4060
C -5.41 -2.97 -2.57  -0.5614
C -5.62 -2.56 -3.88  -1.2003
C -4.54 -2.14 -4.63  -0.4730
C -3.26 -2.07 -4.09  0.3839
C -2.09 -1.65 -4.94  0.2669
C -2.29 -0.28 -5.60  -1.3525
C -3.06 -2.42 -2.74  -0.2310
N -1.83 -2.17 -2.11  0.9664
C -1.07 -3.13 -1.74  -0.4273
C 0.11 -3.13 -0.93  -1.2343
C 0.77 -4.35 -0.73  -0.6625
C 1.82 -4.12 0.16  -1.8705
C 1.75 -2.76 0.46  0.1527
N 0.73 -2.15 -0.18  1.2514
H -3.59 -5.38 0.40  0.3800
H -2.91 -5.28 -1.23  0.2196
H -4.65 -5.50 -1.02  0.4345
H -3.10 -3.02 -0.13  -1.2962
H -4.83 -3.25 0.00  0.8508
H -6.25 -3.33 -1.98  0.4498
H -6.62 -2.58 -4.31  0.3497
H -4.68 -1.86 -5.67  0.3537
H -1.92 -2.41 -5.71  0.3762
H -1.21 -1.63 -4.31  -0.5073
H -3.05 -0.32 -6.39  0.3859
H -1.35 0.06 -6.06  0.3958
H -2.59 0.45 -4.85  0.2933
H -1.34 -4.15 -2.04  0.3790
H 0.50 -5.29 -1.18  0.5148
H 2.54 -4.83 0.53  0.4965
H 2.39 -2.20 1.13  0.1983
C -4.34 0.69 0.57  -1.3067
C -3.69 0.69 -0.65  -1.0697
C -2.35 0.32 -0.69  -0.8956
N -1.67 -0.03 0.41  1.7607
C -2.30 -0.01 1.59  -0.8432
C -3.64 0.34 1.71  -0.7531
H -5.39 0.96 0.63  0.4403
H -4.21 0.96 -1.56  0.6153
H -1.80 0.29 -1.62  0.6638
H -1.69 -0.26 2.45  0.1700
H -4.10 0.35 2.69  0.5440

Values from the calculation:
Frontier orbital gap, eV: 7.08
ΔE to the lowest compared entry with this formula, charge and spin, kcal/mol: 0.00
E_tot, eV: -91425.9007
Net charge: -1
LUMO level, eV: 2.4
E_HOMO, eV: -4.71


(3)
# C29H33BI2NO7

A cluster of 2 separate species, C29H33BI2NO7 in total at a distorted geometry (ωB97M-V/def2-TZVPD, OMol25).

Each line ends with the Mulliken charge.
Atoms and positions in Å:
C 7.58 0.85 3.73  -1.0276
C 7.16 -0.30 2.69  -0.3936
C 5.86 -1.06 3.32  -0.5331
C 4.55 -0.24 2.78  -0.6543
C 4.27 -0.77 1.26  -0.4434
C 3.58 -2.22 1.27  -0.4061
C 3.69 -2.94 -0.18  -0.9884
C 2.56 -2.27 -1.13  0.6083
C 2.81 -1.00 -1.76  -0.6502
C 1.68 -0.35 -2.72  -0.0839
O 1.97 0.22 -3.79  -0.5277
C 0.17 -0.57 -2.18  0.1884
C -0.10 -1.98 -1.51  0.4585
C -1.51 -2.37 -0.99  -0.2123
B -1.89 -3.78 -0.28  0.4830
N -1.27 -4.30 0.99  -0.6742
O -2.88 -4.61 -0.95  -0.5887
C -2.64 -1.29 -1.16  -0.7227
C -2.35 0.12 -1.78  -0.1394
O -3.46 1.02 -1.87  -0.1312
C -4.29 0.97 -0.71  -0.1186
O -5.53 0.82 -0.90  -0.4612
C -3.82 1.12 0.81  0.6147
C -3.64 2.52 1.50  -0.1618
C -3.16 2.67 2.99  -0.5695
C -2.85 1.42 3.86  -0.3606
C -3.06 0.01 3.22  -0.5242
C -3.53 -0.11 1.75  -0.0380
C -0.95 0.53 -2.31  0.6763
C -0.54 1.90 -3.00  -1.0410
I -0.86 1.66 -5.18  0.1158
C -1.24 3.24 -2.43  -0.3810
C -1.54 3.26 -0.86  -0.5909
I -2.98 3.90 -3.64  0.1304
C 1.14 -2.99 -1.40  0.0629
O 1.08 -4.23 -1.55  -0.5688
H 8.35 1.55 3.22  0.3273
H 6.69 1.49 4.04  0.2575
H 8.11 0.33 4.61  0.2671
H 7.98 -1.08 2.51  0.2977
H 6.86 0.21 1.71  0.2274
H 5.83 -1.01 4.47  0.3362
H 5.79 -2.15 2.95  0.2812
H 4.70 0.89 2.84  0.3241
H 3.66 -0.62 3.41  0.3185
H 5.24 -0.75 0.65  0.2346
H 3.52 -0.02 0.79  0.1783
H 3.93 -2.89 2.12  0.4008
H 2.44 -2.04 1.43  0.2147
H 3.51 -4.07 -0.06  0.2789
H 4.74 -2.77 -0.61  0.4014
H 3.82 -0.51 -1.57  0.3992
H -0.90 -5.24 0.74  0.2697
H -0.45 -3.70 1.19  0.2745
H -3.38 -5.15 -0.30  0.2977
H -3.69 -1.62 -0.80  0.9732
H -3.84 3.50 0.94  0.3957
H -3.05 3.72 3.45  0.2966
H -2.47 1.47 4.94  0.3157
H -2.89 -0.97 3.79  0.3147
H -3.69 -1.15 1.31  0.2818
H 0.60 2.08 -2.90  0.4088
H -0.47 4.09 -2.61  0.5585
H -2.64 3.53 -0.73  -0.1136
H -0.95 4.14 -0.38  0.3225
H -1.22 2.33 -0.28  0.3003
C -6.86 2.27 -3.59  -0.2388
C -7.58 2.84 -4.82  0.3724
O -8.58 2.19 -5.21  -0.7507
O -7.06 3.89 -5.28  -0.7346
H -7.35 1.36 -3.23  0.2575
H -5.83 2.03 -3.85  -0.0663
H -6.87 3.00 -2.78  0.1736

Values from the calculation:
Frontier orbital gap, eV: 3.75
E_tot, eV: -63299.5311
Net charge: -1
LUMO level, eV: 0.1
E_HOMO, eV: -3.64


(4)
# C4H14NOS

A cluster of 2 separate species, C4H14NOS in total at a distorted geometry (ωB97M-V/def2-TZVPD, OMol25).

Each line ends with the Mulliken charge.
Atoms and positions in Å:
C 0.98 1.40 0.82  -0.5079
C 1.45 0.72 -0.48  -0.5969
C 0.50 0.73 -1.67  -0.4672
S -0.83 -0.60 -1.48  -0.1658
C -0.86 -2.29 -2.21  -0.7820
N -0.27 0.56 1.33  -0.1613
H 0.51 2.38 0.81  0.3712
H 1.72 1.23 1.60  0.2897
H 2.24 1.42 -0.81  0.3472
H 2.00 -0.15 -0.14  0.3270
H -0.09 1.63 -1.76  0.3199
H 1.12 0.50 -2.53  0.3763
H 0.12 -2.69 -2.49  0.3038
H -1.33 -2.96 -1.50  0.3108
H -1.32 -2.21 -3.19  0.3039
H -1.03 1.23 1.27  0.3540
H -0.29 0.18 2.29  0.2465
H -0.43 -0.22 0.67  0.1734
H -0.55 0.34 5.09  0.3130
H 0.66 -0.11 4.26  0.3199
O -0.23 0.25 4.18  -0.6752

Values from the calculation:
Frontier orbital gap, eV: 9.47
ΔE to the lowest compared entry with this formula, charge and spin, kcal/mol: 32.42
E_tot, eV: -18740.7819
Net charge: +1
LUMO level, eV: -2.9
E_HOMO, eV: -12.40


(5)
# C29H39CuN4O4S2Se2Si2

A structure of composition C29H39CuN4O4S2Se2Si2 (ωB97M-V/def2-TZVPD, OMol25).

Each line ends with the Löwdin spin population.
Atoms and positions in Å:
Cu 0.05 0.82 -1.71  -0.0001
O 0.68 2.08 3.70  0.0003
C 1.85 1.48 3.36  0.0002
C 2.80 1.21 4.35  0.0001
C 4.01 0.61 4.05  -0.0001
C 4.30 0.28 2.73  0.0001
C 3.36 0.54 1.75  -0.0001
C 2.12 1.13 2.02  0.0006
C 1.18 1.28 0.85  0.0005
O 1.62 0.91 -0.28  -0.0001
N -0.02 1.73 1.12  0.0034
N -0.85 1.67 0.00  -0.0008
C -1.86 2.44 0.07  0.0013
S -3.03 2.52 -1.23  0.0005
C -4.30 3.26 -0.17  0.0001
C -3.61 4.28 0.72  0.0000
S -2.15 3.50 1.46  0.0005
H 0.70 2.23 4.65  0.0000
H 2.56 1.48 5.38  0.0000
H 4.72 0.41 4.84  0.0000
H 5.24 -0.19 2.48  0.0000
H 3.55 0.29 0.72  0.0000
H -4.78 2.48 0.43  0.0000
H -5.05 3.72 -0.81  0.0000
H -4.26 4.60 1.54  0.0000
H -3.31 5.15 0.14  0.0000
Se 1.54 0.21 -4.66  0.0001
Se -1.69 1.34 -4.79  0.0001
C -0.86 2.80 -3.94  0.0000
C -1.02 4.11 -4.45  0.0000
C -0.42 5.18 -3.83  0.0000
C 0.36 4.96 -2.69  0.0000
C 0.49 3.67 -2.25  0.0000
N -0.10 2.61 -2.84  0.0000
C 0.47 -1.18 -3.88  0.0004
C 0.23 -2.34 -4.61  0.0002
C -0.59 -3.31 -4.06  0.0003
C -1.13 -3.10 -2.80  0.0013
C -0.82 -1.92 -2.14  0.0146
N -0.05 -0.97 -2.67  0.0012
H -1.63 4.24 -5.33  0.0000
H -0.56 6.18 -4.22  0.0000
H 0.85 5.77 -2.17  0.0000
H 1.08 3.43 -1.37  0.0000
H 0.67 -2.45 -5.59  0.0000
H -0.81 -4.22 -4.62  0.0001
H -1.78 -3.83 -2.33  0.0001
H -1.21 -1.72 -1.16  0.0159
C 4.25 -1.28 -2.00  0.0001
O 3.12 -1.17 -2.87  0.0000
C 3.18 -0.15 -3.73  0.0000
O 4.15 0.55 -3.89  0.0000
H 4.04 -2.12 -1.35  0.0001
H 4.36 -0.37 -1.42  0.0000
H 5.16 -1.46 -2.58  0.0000
C -3.58 -1.04 0.46  0.0166
Si -2.48 -1.47 1.91  0.0932
C -3.11 -3.06 2.70  -0.0012
C -2.55 -0.10 3.19  0.0275
C -0.73 -1.63 1.35  0.6407
Si 0.63 -2.85 1.61  0.0943
C -0.01 -4.62 1.60  0.0065
C 1.45 -2.54 3.27  0.0321
C 1.89 -2.65 0.24  0.0045
H -4.58 -0.76 0.80  0.0022
H -3.69 -1.89 -0.22  -0.0003
H -3.17 -0.21 -0.12  0.0000
H -4.15 -2.94 3.01  -0.0005
H -2.52 -3.33 3.58  0.0002
H -3.06 -3.90 2.00  0.0002
H -3.58 0.12 3.48  0.0040
H -2.09 0.82 2.81  0.0000
H -2.00 -0.39 4.10  0.0001
H -0.38 -0.71 0.86  0.0331
H -0.73 -4.80 2.40  0.0001
H 0.81 -5.32 1.73  0.0006
H -0.50 -4.85 0.65  0.0004
H 0.73 -2.67 4.09  0.0001
H 1.84 -1.52 3.33  0.0001
H 2.27 -3.24 3.43  0.0045
H 1.56 -3.13 -0.69  -0.0002
H 2.86 -3.09 0.52  0.0004
H 2.04 -1.59 0.02  -0.0001

Values from the calculation:
Frontier orbital gap (spin up / spin down), eV: 6.12 / 5.62
ΔE to the lowest compared entry with this formula, charge and spin, kcal/mol: 0.00
E_tot, eV: -257617.8580
Net charge: -1
LUMO level (spin up / spin down), eV: 2.4 / 1.9
E_HOMO (spin up / spin down), eV: -3.76 / -3.76
2S+1: 2


(6)
# C2H12NO4

A cluster of 4 separate species, C2H12NO4 in total at a distorted geometry (ωB97M-V/def2-TZVPD, OMol25).

Each line ends with the Löwdin spin population.
Atoms and positions in Å:
O 1.23 -0.66 -1.41  0.2450
C 1.42 0.26 -0.64  0.3315
C 1.01 0.47 0.78  0.1377
N 0.24 -0.55 1.55  0.0440
H 2.01 1.13 -1.02  0.0207
H 1.90 0.84 1.33  0.0147
H 0.31 1.38 0.78  0.0595
H 0.45 -1.52 1.30  0.0091
H 0.23 -0.55 2.63  0.0342
H -0.75 -0.42 1.31  0.0162
H -1.01 1.66 -1.84  0.0082
H -0.83 3.21 -1.21  0.0028
O -0.90 2.25 -1.09  0.0206
H -2.61 0.04 -1.02  0.0098
H -2.63 1.19 -0.11  0.0058
O -2.23 0.32 -0.17  0.0219
H 0.90 -3.76 -0.38  0.0013
H 0.60 -2.37 -0.80  0.0037
O 0.64 -2.91 0.00  0.0132

Values from the calculation:
Frontier orbital gap (spin up / spin down), eV: 3.70 / 8.60
ΔE to the lowest compared entry with this formula, charge and spin, kcal/mol: 29.51
E_tot, eV: -11944.8150
LUMO level (spin up / spin down), eV: 0.6 / 0.4
E_HOMO (spin up / spin down), eV: -3.06 / -8.24
2S+1: 2